33
Properties=species:S:1:pos:R:3 method="wB97M-V/def2-TZVPD" total_energy_ev=-30620.9811 e_above_lowest_kj_mol=206.3 e_lumo_ev=3.087 homo_ev=-0.73 total_charge=-1 multiplicity=1
C 2.7127 -0.7609 1.5179
S 1.2625 0.0509 2.2054
C 0.1557 -0.3481 0.8043
C -1.1556 -0.0349 1.4365
C -1.9044 -1.0305 2.1515
O -1.5975 1.1211 1.0100
H 3.3683 -0.9663 2.3686
H 2.4483 -1.6979 1.0176
H 3.2122 -0.0733 0.8268
H 0.3803 0.2998 -0.0513
H 0.2099 -1.4150 0.5718
H -1.2778 -1.9335 2.2342
H -2.1643 -0.7338 3.1843
H -2.8301 -1.2996 1.6073
C -3.8857 1.1435 1.8597
C -2.5039 1.7651 1.9332
C -1.9199 1.6878 3.2879
N -1.4355 1.5973 4.3508
C -2.4528 3.1857 1.3694
C -3.2145 3.4887 0.2337
C -2.9322 4.6337 -0.5029
C -1.9060 5.4961 -0.0973
C -1.5681 6.6339 -0.9108
N -1.2896 7.5446 -1.5918
C -1.1932 5.2248 1.0764
C -1.4712 4.0713 1.8137
H -4.0782 0.7702 0.8485
H -3.9898 0.3360 2.5894
H -4.6028 1.9226 2.1331
H -4.0049 2.8079 -0.0874
H -3.5050 4.8553 -1.4091
H -0.4093 5.9068 1.4154
H -0.9044 3.8519 2.7228